57
Properties=species:S:1:pos:R:3:forces:R:3 method="wB97M-V/def2-TZVPD" relative_energy_kj_mol=117.9 charge=-1 lumo_ha="0.0625 / 0.0623" orbital_gap_ev="4.213 / 7.526" multiplicity=3
Ti 0.27794 -0.93024 -0.37685 -0.11 -0.44 0.06
O -2.27579 1.88537 -1.68098 0.02 0.00 0.03
C -1.97580 0.80971 -1.20041 0.08 -0.07 -0.03
O -0.67377 0.49006 -1.06437 -0.07 0.33 -0.10
C -2.97037 -0.17176 -0.72233 -0.04 0.08 -0.03
C -4.32261 0.19976 -0.88148 0.01 -0.04 0.02
C -5.29068 -0.67313 -0.45119 -0.02 0.03 0.00
C -5.00343 -1.87378 0.17964 0.03 -0.05 0.02
C -3.66199 -2.23378 0.40300 -0.04 -0.01 0.04
C -2.62221 -1.40298 -0.13745 -0.04 -0.01 0.03
O -1.37105 -1.80395 -0.11197 0.04 0.14 -0.03
N -3.40562 -3.37374 1.15122 0.03 -0.04 -0.08
O -4.37576 -4.13324 1.42907 0.00 0.03 0.02
O -2.23189 -3.60867 1.59292 -0.07 -0.04 0.04
N -6.69925 -0.30546 -0.64916 0.03 -0.01 -0.04
O -7.55656 -1.09643 -0.30182 -0.01 -0.01 0.02
O -6.94740 0.77578 -1.15711 -0.01 0.01 0.01
H -4.56962 1.13853 -1.34828 0.00 0.00 0.00
H -5.77932 -2.53134 0.53102 -0.01 0.00 0.00
O 5.92361 -1.93052 -1.77710 0.07 0.08 -0.06
C 5.85664 -0.71533 -1.26229 0.03 -0.04 0.09
O 6.83341 -0.02823 -1.08491 0.00 0.01 -0.03
C 4.50602 -0.21588 -0.88516 0.07 0.10 -0.01
C 4.26433 1.05183 -0.38248 0.01 -0.05 -0.07
N 2.95045 1.15479 -0.15370 -0.08 0.04 0.02
N 2.31033 0.03438 -0.49697 0.11 -0.05 -0.04
C 3.23591 -0.80919 -0.94093 -0.15 0.05 0.00
C 2.72934 -2.13648 -1.41919 0.02 -0.14 0.03
O 3.52123 -2.96626 -1.85272 -0.10 0.05 -0.05
O 1.45602 -2.27886 -1.31642 0.10 0.13 0.12
H 5.02372 -2.35884 -1.85936 -0.01 -0.07 0.07
H 4.95089 1.86117 -0.20271 0.00 0.00 0.01
H 2.36867 1.98430 0.04193 0.01 0.03 0.04
C 0.68861 -3.36842 2.25087 -0.05 0.00 0.01
C 0.04943 -2.04074 2.55614 -0.02 0.05 0.01
O 0.62161 -0.97559 1.70469 0.09 -0.05 -0.06
H 0.22521 -4.12896 2.87963 0.01 0.01 0.00
H 1.76641 -3.35882 2.43535 0.01 -0.02 -0.02
H 0.47949 -3.65435 1.21939 0.03 0.01 0.00
H 0.19574 -1.71997 3.58800 0.01 0.00 0.00
H -1.00792 -2.07878 2.30618 0.03 -0.02 0.01
H 1.51414 -0.76849 2.00412 -0.01 0.00 0.00
C 1.66814 3.11621 -2.40942 0.00 -0.01 -0.02
C 0.67681 3.60135 -1.38004 0.00 0.02 0.06
O 1.08962 3.16872 -0.07455 0.02 0.03 -0.07
C 0.07502 3.38873 0.89900 -0.03 -0.06 -0.02
C 0.52285 2.79913 2.21497 0.02 0.00 0.03
H 1.38244 3.49628 -3.39049 0.02 0.01 0.00
H 1.66361 2.02718 -2.46415 -0.01 0.00 0.01
H 2.68108 3.46157 -2.19031 -0.01 0.01 -0.01
H -0.31574 3.19827 -1.58946 -0.04 -0.03 0.01
H 0.61905 4.69676 -1.37315 0.01 -0.01 -0.01
H -0.85207 2.92038 0.55566 -0.01 0.01 0.00
H -0.10418 4.46657 0.98985 0.01 0.00 0.01
H 0.63191 1.71630 2.13293 0.00 -0.01 -0.01
H -0.21978 2.99835 2.98777 -0.01 0.00 -0.01
H 1.47314 3.23069 2.53556 0.00 0.00 -0.01

---

12
Properties=species:S:1:pos:R:3:forces:R:3 method="wB97M-V/def2-TZVPD" relative_energy_kj_mol=423.3 lumo_ha=0.0121 orbital_gap_ev=9.266
N -0.70990 1.57471 -1.25993 -0.42 -0.26 0.24
N -0.37114 2.38463 -0.19186 0.96 -0.69 1.46
C 0.27174 1.95513 0.83193 -0.92 3.00 -0.95
O 0.77466 0.75573 1.16833 -0.15 -1.20 0.89
N -0.04283 -0.33106 0.83265 0.48 0.47 -0.55
C 0.51636 -1.11931 -0.09247 -0.53 -0.96 0.23
S -0.11607 -2.54971 -0.57857 0.23 0.42 0.02
H -1.13072 0.66741 -0.97858 0.23 1.01 -0.57
H -1.30438 2.17450 -1.83420 0.00 -0.89 0.12
H 0.57208 2.73342 1.56147 -0.18 -0.68 -0.45
H -0.78201 -0.57915 1.48344 0.29 0.01 -0.07
H 1.44334 -0.65944 -0.42452 0.00 -0.22 -0.36

---

71
Properties=species:S:1:pos:R:3:forces:R:3 method="wB97M-V/def2-TZVPD" smiles="CN(C)P(=O)(N(C)C)N(C)C.CN(C)P(=O)(N(C)C)N(C)C.OCC[PH4]" lumo_ha=0.0187 orbital_gap_ev=8.578
C -3.56698 1.85789 -1.94696 -0.42 0.15 0.07
N -2.62046 2.62515 -2.72768 0.39 0.25 0.05
C -1.37677 2.97569 -2.04526 0.02 0.26 -0.23
P -2.92660 3.41071 -4.20685 -2.59 -4.98 1.00
O -1.71572 3.07813 -5.00606 0.59 2.97 -0.03
N -4.12333 2.60481 -5.12727 0.16 -0.14 -0.20
C -5.20647 1.81939 -4.57313 -0.38 0.29 0.10
C -3.71770 2.06367 -6.41815 0.22 -0.08 -0.05
N -4.10620 4.52076 -3.60246 1.80 1.89 -1.05
C -4.62222 5.43040 -4.65621 -0.30 -0.13 -0.15
C -3.64747 5.38291 -2.49361 -0.02 -0.26 0.42
H -4.49701 2.39947 -1.73242 0.00 -0.02 -0.05
H -3.13710 1.59312 -0.98144 0.16 0.12 -0.04
H -3.82231 0.91517 -2.43551 -0.07 0.05 -0.01
H -1.44422 3.94003 -1.52004 0.04 -0.08 0.08
H -0.55600 3.04610 -2.75546 -0.08 0.01 -0.08
H -1.09327 2.22073 -1.32089 -0.11 -0.10 -0.04
H -4.89206 0.79604 -4.33352 -0.04 0.00 0.00
H -6.02551 1.74872 -5.29595 0.07 0.00 -0.07
H -5.63163 2.27947 -3.68356 0.16 0.03 0.07
H -3.17292 1.11700 -6.31869 0.01 0.00 -0.07
H -3.08682 2.76427 -6.95653 0.10 -0.03 0.08
H -4.60230 1.88734 -7.03567 -0.09 -0.01 0.14
H -3.83658 6.07774 -5.05853 -0.04 0.10 0.05
H -5.41012 6.06027 -4.24277 0.05 -0.01 0.12
H -5.05472 4.86579 -5.47739 0.10 -0.14 0.04
H -2.72088 5.91521 -2.72618 -0.03 0.10 0.02
H -3.49859 4.80178 -1.58537 0.09 -0.13 -0.10
H -4.41636 6.11960 -2.26323 -0.04 0.00 -0.14
C 4.64474 -3.42105 4.48533 -0.09 -0.37 0.23
N 3.61422 -2.40406 4.52407 0.01 0.19 0.27
C 3.99086 -1.15669 5.17336 -0.24 0.30 -0.11
P 1.94212 -2.61587 4.18326 4.51 -2.50 -3.39
O 1.73203 -1.40180 3.33025 -2.33 0.82 2.35
N 1.66892 -3.82232 3.00734 -0.21 0.11 0.22
C 2.57545 -4.92335 2.76522 -0.21 -0.41 0.08
C 0.96170 -3.40597 1.80764 0.11 0.01 -0.28
N 1.66026 -3.73472 5.47128 -2.06 1.97 0.69
C 0.24379 -4.17887 5.53646 -0.07 -0.34 -0.20
C 2.00684 -3.24513 6.82182 0.50 -0.05 0.09
H 4.40248 -4.31133 5.07953 -0.02 -0.01 -0.04
H 5.58055 -3.03216 4.88607 -0.09 0.16 0.07
H 4.86050 -3.73741 3.46308 -0.04 -0.07 0.03
H 3.77648 -1.15409 6.25210 0.13 0.03 0.00
H 3.45461 -0.31735 4.72864 -0.07 -0.07 -0.01
H 5.05369 -0.95397 5.04369 0.02 -0.11 -0.05
H 3.39996 -4.63831 2.09970 0.01 -0.03 0.01
H 2.04090 -5.75062 2.28734 -0.05 0.07 -0.05
H 2.98434 -5.32596 3.68859 0.01 0.15 0.06
H 1.60530 -2.84431 1.11973 -0.08 0.03 -0.04
H 0.09573 -2.79531 2.04660 0.09 0.12 0.04
H 0.58842 -4.28994 1.28373 0.11 -0.09 0.06
H -0.43492 -3.34997 5.75899 -0.02 -0.04 0.12
H 0.13228 -4.93430 6.31410 0.10 0.05 0.06
H -0.06332 -4.63114 4.59752 0.12 0.08 -0.09
H 1.53896 -2.28540 7.05710 -0.05 -0.03 0.09
H 3.08463 -3.14684 6.93513 0.01 0.08 -0.17
H 1.68611 -3.97318 7.56588 -0.12 -0.04 -0.09
O 1.25021 1.80491 -1.36358 0.12 0.03 0.52
C 1.56163 0.55076 -0.75223 0.36 0.07 0.06
C 3.06616 0.28754 -0.70711 0.15 -0.40 -0.07
P 3.72744 -0.69238 -2.23230 -0.56 0.34 0.37
H 1.61491 1.81656 -2.25030 0.04 -0.06 -0.15
H 0.98798 -0.21694 -1.29365 0.31 -0.28 0.12
H 1.19223 0.54810 0.27508 -0.25 0.36 -0.16
H 3.59420 1.24092 -0.59173 -0.06 -0.02 -0.09
H 3.34404 -0.31104 0.17038 -0.28 -0.06 -0.02
H 4.74439 -1.32074 -1.47400 0.08 0.05 -0.09
H 2.44674 -1.34690 -2.27220 0.02 -0.06 -0.11
H 4.08281 0.54044 -2.86418 0.07 -0.16 -0.25
H 4.08794 -1.43715 -3.43097 0.24 0.05 0.00

---

17
Properties=species:S:1:pos:R:3:forces:R:3 method="wB97M-V/def2-TZVPD" relative_energy_kj_mol=245.0 lumo_ha=0.0133 orbital_gap_ev=7.861
C -1.43498 -0.01572 -2.66840 1.27 0.44 -0.32
S -1.20606 -0.94001 -1.12945 -0.47 -1.67 0.89
H -1.60137 1.03386 -2.51588 -0.17 0.51 0.11
H -0.62733 -0.12176 -3.42408 -0.04 -0.02 0.70
H -2.27874 -0.44801 -3.14739 -0.92 -0.31 -0.19
C 1.09220 -0.28825 1.61060 2.87 1.11 -0.79
C 0.82436 1.15477 1.09765 -0.03 -1.12 -1.09
S 1.23933 1.34864 -0.71814 0.87 0.97 -0.61
N -0.08598 -1.03690 1.68960 -2.44 0.55 -1.01
H 1.71237 -0.25452 2.48674 -0.25 0.09 1.17
H 1.75326 -0.85474 0.95944 0.07 0.41 -0.66
H 1.50124 1.89108 1.58712 -0.55 -0.52 -0.54
H -0.22957 1.43083 1.24084 0.33 0.00 0.16
H 0.61356 0.50421 -1.64919 0.15 0.36 1.96
H -0.00556 -2.02722 1.81704 0.06 -0.37 0.31
H -0.55699 -0.80464 0.42808 -0.23 0.18 -0.25
H -0.70975 -0.57162 2.33542 -0.52 -0.61 0.15

---

77
Properties=species:S:1:pos:R:3:forces:R:3 method="wB97M-V/def2-TZVPD" smiles="C[C@H](O)CO[Si@@](Br)(CCCC(=O)O)S(=O)(=O)C(F)(F)C(F)(F)C(F)(F)C(F)(F)F.COP(=O)(OC)OC.COP(=O)(OC)OC" lumo_ha=-0.0475 orbital_gap_ev=8.664
C -2.07305 2.19181 0.92112 -0.08 0.10 -0.40
C -2.07397 0.70262 0.54036 -0.40 0.53 0.19
O -3.05473 0.04520 1.34415 0.05 -0.20 -0.02
C -0.66676 0.07690 0.71613 -0.49 -0.02 -0.59
O -0.70858 -1.20027 1.36357 0.63 0.55 0.09
Si -0.21278 -1.31782 2.89866 -1.65 -0.21 0.16
Br -1.00291 0.39373 4.06658 0.42 0.05 -0.05
C -0.90904 -2.87671 3.60764 0.71 0.17 0.17
C -2.40854 -3.04305 3.27126 0.52 -0.36 0.13
C -3.27415 -3.33614 4.50132 -0.76 0.33 -0.22
C -3.07441 -2.35113 5.60814 0.05 -0.29 0.57
O -2.34328 -2.55699 6.53882 0.52 0.06 0.17
O -3.77963 -1.21061 5.51755 0.04 0.27 -0.84
S 1.99720 -1.58339 3.05956 0.46 -1.95 -0.60
O 2.27939 -2.38918 4.22144 -0.04 0.93 0.85
O 2.35726 -2.26371 1.83693 -0.20 0.79 -0.64
C 3.03180 -0.03006 3.03453 0.00 0.37 -0.03
F 4.23490 -0.38404 2.57761 0.02 -0.24 0.28
F 2.49615 0.80064 2.11263 -0.37 -0.11 0.14
C 3.20697 0.79378 4.34231 0.96 0.51 -0.28
F 2.12250 1.52622 4.62480 -0.32 -0.51 0.10
F 4.17094 1.69586 4.02387 0.05 -0.14 -0.12
C 3.74003 0.03321 5.60161 0.34 0.44 0.50
F 4.54576 0.90377 6.24970 -0.13 0.07 0.05
F 4.53147 -0.98729 5.25863 -0.43 -0.25 -0.31
C 2.65367 -0.39025 6.65377 0.15 0.38 0.45
F 1.45173 -0.58326 6.13019 -0.06 -0.26 -0.19
F 2.53779 0.59711 7.54645 -0.15 0.19 -0.03
F 3.05412 -1.46149 7.31493 -0.01 -0.38 -0.22
H -2.71521 2.34089 1.78445 0.15 -0.04 0.22
H -2.49444 2.79102 0.11571 -0.03 0.02 -0.07
H -1.07509 2.58253 1.11249 0.05 0.02 0.14
H -2.38637 0.64848 -0.50207 0.17 -0.30 -0.09
H -3.70447 -0.35000 0.75761 0.03 -0.04 0.00
H -0.04653 0.79484 1.25143 0.21 -0.18 0.14
H -0.24633 -0.07958 -0.27491 0.21 0.00 0.01
H -0.72322 -2.80810 4.68181 -0.07 -0.10 0.10
H -0.28911 -3.70678 3.26668 -0.11 -0.16 -0.06
H -2.77218 -2.18554 2.70898 -0.23 0.06 0.08
H -2.49247 -3.92129 2.63479 -0.12 0.11 -0.26
H -4.31918 -3.29052 4.19134 -0.06 -0.06 -0.02
H -3.08863 -4.32385 4.91125 0.22 -0.06 -0.02
H -3.26858 -0.53313 5.98403 -0.26 -0.06 0.33
C -4.45140 -2.43560 -4.87433 -0.18 0.10 -0.15
O -4.49631 -1.16972 -4.18675 2.60 -2.26 -0.01
P -3.17504 -0.14621 -4.28218 -3.48 6.56 0.41
O -3.47057 0.65898 -3.05999 0.19 -1.05 0.36
O -3.77806 0.50557 -5.65206 0.51 0.03 -0.22
C -5.05333 1.13893 -5.60157 -0.23 -0.17 -0.12
O -1.67939 0.40275 -4.59147 0.56 -3.17 0.07
C -1.46686 1.61286 -5.31815 0.32 0.26 -0.55
H -5.39456 -2.94292 -4.68985 -0.03 0.07 0.04
H -4.33083 -2.28636 -5.95055 0.01 0.00 0.02
H -3.63979 -3.05717 -4.49613 -0.04 -0.04 0.01
H -5.31514 1.42919 -4.58416 0.06 -0.04 0.03
H -5.81979 0.47300 -5.99910 -0.03 0.00 0.03
H -5.00076 2.02972 -6.22617 0.06 -0.02 -0.02
H -2.08589 2.41325 -4.91333 -0.11 -0.13 0.05
H -1.66129 1.48151 -6.37967 -0.12 -0.01 0.03
H -0.41548 1.86302 -5.18367 0.00 -0.16 0.22
C 4.31912 -0.40977 -2.11354 0.14 -0.08 -0.10
O 3.35999 0.08284 -3.07615 0.05 1.21 2.71
P 3.18167 1.69897 -3.25932 -0.01 0.53 -4.97
O 1.83903 1.87057 -3.83175 -0.26 -0.21 0.57
O 4.37948 1.79124 -4.35700 -0.14 0.37 -0.11
C 4.16232 1.21825 -5.64438 0.14 -0.19 -0.05
O 3.59356 3.07085 -2.54049 0.07 -1.78 1.89
C 4.18215 4.12903 -3.30309 0.26 0.39 0.01
H 4.28509 -1.49461 -2.14455 -0.08 0.01 -0.07
H 5.32676 -0.07491 -2.36988 -0.03 0.02 -0.02
H 4.06514 -0.08000 -1.10659 -0.01 -0.04 0.00
H 3.09974 1.10488 -5.85812 -0.02 0.02 0.06
H 4.65200 0.24596 -5.70724 -0.03 -0.03 0.01
H 4.60578 1.88549 -6.38201 0.02 0.01 0.02
H 3.59598 4.32045 -4.20023 0.00 -0.07 0.01
H 5.21311 3.90826 -3.56313 -0.04 -0.11 -0.04
H 4.16552 5.00725 -2.66127 -0.13 -0.07 0.08

---

What did the second record say?
12
Properties=species:S:1:pos:R:3:forces:R:3 method="wB97M-V/def2-TZVPD" relative_energy_kj_mol=423.3 lumo_ha=0.0121 orbital_gap_ev=9.266
N -0.70990 1.57471 -1.25993 -0.42 -0.26 0.24
N -0.37114 2.38463 -0.19186 0.96 -0.69 1.46
C 0.27174 1.95513 0.83193 -0.92 3.00 -0.95
O 0.77466 0.75573 1.16833 -0.15 -1.20 0.89
N -0.04283 -0.33106 0.83265 0.48 0.47 -0.55
C 0.51636 -1.11931 -0.09247 -0.53 -0.96 0.23
S -0.11607 -2.54971 -0.57857 0.23 0.42 0.02
H -1.13072 0.66741 -0.97858 0.23 1.01 -0.57
H -1.30438 2.17450 -1.83420 0.00 -0.89 0.12
H 0.57208 2.73342 1.56147 -0.18 -0.68 -0.45
H -0.78201 -0.57915 1.48344 0.29 0.01 -0.07
H 1.44334 -0.65944 -0.42452 0.00 -0.22 -0.36

---

Please write out number 2 again, unchanged.
12
Properties=species:S:1:pos:R:3:forces:R:3 method="wB97M-V/def2-TZVPD" relative_energy_kj_mol=423.3 lumo_ha=0.0121 orbital_gap_ev=9.266
N -0.70990 1.57471 -1.25993 -0.42 -0.26 0.24
N -0.37114 2.38463 -0.19186 0.96 -0.69 1.46
C 0.27174 1.95513 0.83193 -0.92 3.00 -0.95
O 0.77466 0.75573 1.16833 -0.15 -1.20 0.89
N -0.04283 -0.33106 0.83265 0.48 0.47 -0.55
C 0.51636 -1.11931 -0.09247 -0.53 -0.96 0.23
S -0.11607 -2.54971 -0.57857 0.23 0.42 0.02
H -1.13072 0.66741 -0.97858 0.23 1.01 -0.57
H -1.30438 2.17450 -1.83420 0.00 -0.89 0.12
H 0.57208 2.73342 1.56147 -0.18 -0.68 -0.45
H -0.78201 -0.57915 1.48344 0.29 0.01 -0.07
H 1.44334 -0.65944 -0.42452 0.00 -0.22 -0.36

---

Copy entry 4 word for word.
17
Properties=species:S:1:pos:R:3:forces:R:3 method="wB97M-V/def2-TZVPD" relative_energy_kj_mol=245.0 lumo_ha=0.0133 orbital_gap_ev=7.861
C -1.43498 -0.01572 -2.66840 1.27 0.44 -0.32
S -1.20606 -0.94001 -1.12945 -0.47 -1.67 0.89
H -1.60137 1.03386 -2.51588 -0.17 0.51 0.11
H -0.62733 -0.12176 -3.42408 -0.04 -0.02 0.70
H -2.27874 -0.44801 -3.14739 -0.92 -0.31 -0.19
C 1.09220 -0.28825 1.61060 2.87 1.11 -0.79
C 0.82436 1.15477 1.09765 -0.03 -1.12 -1.09
S 1.23933 1.34864 -0.71814 0.87 0.97 -0.61
N -0.08598 -1.03690 1.68960 -2.44 0.55 -1.01
H 1.71237 -0.25452 2.48674 -0.25 0.09 1.17
H 1.75326 -0.85474 0.95944 0.07 0.41 -0.66
H 1.50124 1.89108 1.58712 -0.55 -0.52 -0.54
H -0.22957 1.43083 1.24084 0.33 0.00 0.16
H 0.61356 0.50421 -1.64919 0.15 0.36 1.96
H -0.00556 -2.02722 1.81704 0.06 -0.37 0.31
H -0.55699 -0.80464 0.42808 -0.23 0.18 -0.25
H -0.70975 -0.57162 2.33542 -0.52 -0.61 0.15